8
Properties=species:S:1:pos:R:3:nbo_charge:R:1 method="wB97M-V/def2-TZVPD" de_lowest_kj_mol=196.9 max_force_ev_per_a=5.42 homo_energy_ev=-0.51 homo_lumo_gap_ev=6.948 lumo_energy_ev=6.44 spin_multiplicity=1 total_charge=-2
C 2.16 0.06 -0.02 0.950
O 2.86 -0.70 -0.68 -0.781
O -2.24 -1.64 0.23 -0.998
O 2.42 0.85 0.89 -0.798
O 0.87 0.16 -0.55 -0.723
O -3.57 0.61 0.13 -1.052
S -0.39 0.94 0.35 0.171
S -2.11 -0.28 -0.34 1.231

11
Properties=species:S:1:pos:R:3:lowdin_charge:R:1 method="wB97M-V/def2-TZVPD" de_lowest_kj_mol=0.0 max_force_ev_per_a=4.02 homo_energy_ev=-24.48 homo_lumo_gap_ev=8.202 lumo_energy_ev=-16.28 spin_multiplicity=1 total_charge=+4
Rb -1.44 23.64 13.38 1.061
Rb 1.06 18.09 14.30 1.027
Ca -2.92 19.38 14.55 1.707
Ca -3.41 22.18 16.86 1.680
O -3.39 19.91 16.76 -0.645
H -3.26 19.43 17.60 0.036
O -1.23 22.04 17.21 -0.439
P -0.27 21.21 16.29 0.314
O -0.83 19.97 15.67 -0.516
F 1.18 20.85 16.72 0.000
F 0.02 22.09 15.03 -0.225

26
Properties=species:S:1:pos:R:3:nbo_charge:R:1 method="wB97M-V/def2-TZVPD" de_lowest_kj_mol=0.0 max_force_ev_per_a=2.98 homo_energy_ev=-13.12 homo_lumo_gap_ev=8.321 lumo_energy_ev=-4.80 spin_multiplicity=1 total_charge=+1
Ca 0.27 1.96 1.33 1.879
Ca -2.41 -2.43 1.36 1.903
N 0.66 -1.35 2.74 0.747
O 1.28 -1.75 3.70 -0.347
O -0.14 -2.13 2.11 -0.715
O 0.79 -0.17 2.34 -0.624
N -0.27 -0.81 -0.84 0.756
O 0.42 -1.58 -1.47 -0.415
O 0.15 0.36 -0.60 -0.638
O -1.39 -1.14 -0.38 -0.645
N -2.70 0.88 2.61 0.752
O -1.58 1.45 2.69 -0.652
O -2.75 -0.22 1.99 -0.705
O -3.68 1.35 3.12 -0.329
O 1.45 0.54 -3.62 -0.925
H 1.04 0.10 -2.87 0.473
H 1.41 1.48 -3.43 0.448
O 2.47 1.61 0.71 -1.014
H 3.24 2.17 0.53 0.511
H 2.48 0.92 0.03 0.525
O -0.55 -3.79 -3.12 -0.932
H -0.03 -3.07 -2.76 0.481
H -1.34 -3.80 -2.59 0.446
O 0.41 3.15 -0.80 -1.005
H -0.33 2.90 -1.38 0.511
H 1.13 3.37 -1.40 0.512

40
Properties=species:S:1:pos:R:3:nbo_charge:R:1 method="wB97M-V/def2-TZVPD" max_force_ev_per_a=5.88 homo_energy_ev="-1.28 / -3.55" homo_lumo_gap_ev="3.866 / 6.137" lumo_energy_ev="2.59 / 2.58" spin_multiplicity=2 total_charge=-2
Ca -9.72 1.08 9.85 1.862
Ca -7.88 -4.15 6.19 0.999
Ca -12.48 -1.65 4.46 1.852
N -10.18 -0.44 2.38 0.724
O -10.05 0.63 1.78 -0.515
O -10.71 -0.40 3.48 -0.647
O -9.96 -1.53 1.86 -0.523
N -13.72 -2.90 7.34 0.724
O -12.74 -3.64 7.47 -0.519
O -14.61 -2.92 8.21 -0.520
O -13.80 -2.05 6.48 -0.641
N -13.49 1.57 5.64 0.716
O -13.31 2.63 4.98 -0.548
O -13.01 0.52 5.30 -0.612
O -14.14 1.64 6.71 -0.523
N -6.79 -0.47 10.36 0.738
O -6.16 -1.48 10.61 -0.482
O -8.01 -0.49 10.37 -0.658
O -6.19 0.56 10.40 -0.548
N -11.47 -0.94 11.67 0.717
O -12.05 -0.36 12.54 -0.521
O -11.43 -0.42 10.58 -0.673
O -11.00 -2.09 11.80 -0.470
N -10.53 -4.68 4.39 0.744
O -11.11 -5.74 4.24 -0.445
O -9.27 -4.70 4.34 -0.717
O -11.07 -3.62 4.54 -0.560
N -10.08 -1.57 7.17 0.769
O -10.02 -0.89 8.20 -0.535
O -9.30 -2.52 7.06 -0.689
O -10.93 -1.33 6.29 -0.521
O -9.04 -3.25 10.26 -0.936
H -8.21 -3.61 9.94 0.441
H -8.96 -2.31 10.11 0.489
O -7.93 1.16 7.99 -0.983
H -7.13 1.66 8.12 0.489
H -7.81 0.72 7.15 0.505
O -11.01 1.79 7.87 -1.022
H -11.67 1.17 7.56 0.533
H -10.98 2.47 7.19 0.504

4
Properties=species:S:1:pos:R:3:nbo_charge:R:1 method="wB97M-V/def2-TZVPD" de_lowest_kj_mol=44.4 max_force_ev_per_a=1.27 homo_energy_ev=-21.69 homo_lumo_gap_ev=10.290 lumo_energy_ev=-11.40 spin_multiplicity=1 total_charge=+2
O 0.36 0.08 0.18 -1.065
H 0.84 -0.77 0.32 0.532
H 0.75 0.70 0.84 0.549
Ca -1.95 -0.02 -1.33 1.984

3
Properties=species:S:1:pos:R:3:nbo_charge:R:1 method="wB97M-V/def2-TZVPD" de_lowest_kj_mol=588.8 max_force_ev_per_a=1.24 homo_energy_ev=-7.87 homo_lumo_gap_ev=3.529 lumo_energy_ev=-4.34 spin_multiplicity=1
Ca 9.97 9.35 2.21 1.427
I 7.51 6.32 -1.00 -0.709
I 13.86 8.41 4.81 -0.718